This record from the OMol25 dataset describes a single C7H14 molecule. The level of theory is ωB97M-V/def2-TZVPD.

Calculated values
SMILES = CC(C)CC1CC1
spin multiplicity = 1
HOMO = -10.1 eV
net charge = 0
ΔE to the lowest compared entry with this formula, charge and spin = 0.854 eV
E_LUMO = 0.04575 Ha

Geometry (Å):
C1 1.099 -0.463 2.298
C2 0.256 -1.860 0.405
C3 -1.005 0.156 -2.009
C4 -0.273 1.436 -2.293
C5 -0.555 1.032 -0.872
C6 0.560 0.642 0.078
C7 0.193 -0.480 1.066
H1 1.454 0.344 -0.491
H2 2.139 -0.675 2.019
H3 1.275 -2.059 0.046
H4 -0.005 -2.651 1.117
H5 -2.070 0.108 -2.221
H6 0.849 1.539 0.644
H7 1.079 0.510 2.803
H8 -0.841 -0.304 1.401
H9 0.788 -1.227 3.020
H10 -0.425 -1.941 -0.445
H11 0.753 1.348 -2.642
H12 -0.474 -0.773 -2.192
H13 -0.821 2.267 -2.726
H14 -1.358 1.589 -0.389



This record from the OMol25 dataset describes a molecular structure, C40H44CoFO3P3 at a distorted geometry. The level of theory is ωB97M-V/def2-TZVPD.

Calculated values
spin multiplicity = 5
HOMO (alpha / beta) = -8.9 / -9.9 eV
net charge = +1
<S²> = 6.04
ΔE to the lowest compared entry with this formula, charge and spin = 1.078 eV
E_LUMO (alpha / beta) = -0.10239 / -0.11300 Ha

Geometry (Å):
Co1 -0.094 0.869 0.447
P1 -0.455 2.195 -1.473
P2 -0.917 -2.341 1.035
P3 1.983 1.877 0.653
F1 -2.739 4.910 5.600
O1 -2.153 -0.224 -1.879
O2 -0.929 -1.112 -0.223
O3 0.467 -1.094 1.549
C1 1.550 -4.375 -1.470
C2 -1.996 3.049 -1.950
C3 -4.160 -2.399 -1.378
C4 2.946 -1.930 4.162
C5 1.652 -5.619 -0.863
C6 -2.478 4.467 3.302
C7 0.122 -3.626 0.316
C8 -2.074 2.181 2.559
C9 1.180 -1.036 2.680
C10 -2.299 2.697 4.927
C11 4.067 -2.713 4.358
C12 -1.771 -2.707 5.544
C13 -0.347 -3.209 3.669
C14 4.651 -3.395 3.295
C15 -2.085 1.788 3.906
C16 -0.599 -3.246 5.033
C17 -2.964 -2.146 -0.721
C18 -4.570 -4.155 0.216
C19 -4.966 -3.413 -0.894
C20 0.722 -0.051 3.713
C21 -2.256 3.548 2.293
C22 0.983 -5.869 0.326
C23 -2.465 -2.105 3.325
C24 -2.563 -2.869 0.391
C25 3.623 1.095 0.434
C26 -2.712 -2.149 4.687
C27 -3.369 -3.895 0.860
C28 0.784 -3.380 -0.886
C29 0.619 3.645 -1.046
C30 -1.279 -2.630 2.808
C31 -1.918 1.215 1.472
C32 2.248 2.838 2.190
C33 -2.032 -1.067 -1.034
C34 2.989 -2.490 1.813
C35 -2.504 4.026 4.611
C36 2.028 3.173 -0.670
C37 2.362 -1.819 2.882
C38 4.110 -3.270 2.020
C39 0.214 -4.878 0.915
C40 0.214 1.704 -3.105
H1 0.127 -3.700 5.696
H2 -2.105 0.188 1.793
H3 -2.651 2.341 -2.454
H4 4.575 -3.772 1.181
H5 1.060 -6.841 0.793
H6 -0.307 -5.083 1.841
H7 -2.513 1.467 0.592
H8 -3.067 -4.477 1.722
H9 1.566 0.501 4.131
H10 -0.527 1.066 -3.582
H11 -2.638 5.516 3.088
H12 5.526 -4.010 3.458
H13 -1.757 3.874 -2.621
H14 1.138 1.137 -2.991
H15 4.399 1.853 0.546
H16 2.599 -2.361 0.817
H17 3.698 0.648 -0.557
H18 -2.228 3.879 1.260
H19 -4.440 -1.808 -2.240
H20 2.493 -1.423 5.004
H21 -1.958 -2.735 6.609
H22 2.947 3.656 2.012
H23 0.551 -3.668 3.281
H24 4.495 -2.794 5.349
H25 1.303 3.234 2.563
H26 -5.911 -3.627 -1.374
H27 -2.319 2.388 5.964
H28 0.213 -0.553 4.544
H29 -5.213 -4.942 0.588
H30 2.071 -4.179 -2.398
H31 3.769 0.314 1.181
H32 2.671 2.173 2.943
H33 -1.951 0.740 4.147
H34 2.247 -6.397 -1.324
H35 0.395 2.584 -3.723
H36 0.716 -2.407 -1.354
H37 2.649 4.003 -0.329
H38 -3.635 -1.744 5.081
H39 0.154 4.152 -0.194
H40 2.519 2.735 -1.542
H41 0.655 4.353 -1.877
H42 0.022 0.651 3.260
H43 -2.504 3.437 -1.068
H44 -3.198 -1.656 2.668



This record from the OMol25 dataset describes 2 unconnected molecules or ions with the total composition C2H3ClO2 at a distorted geometry. The level of theory is ωB97M-V/def2-TZVPD.

Calculated values
spin multiplicity = 1
HOMO = -9.1 eV
net charge = 0
ΔE to the lowest compared entry with this formula, charge and spin = 7.722 eV
E_LUMO = 0.01515 Ha

Geometry (Å):
Cl1 1.622 -0.997 -1.695
O1 -0.133 1.075 0.904
O2 1.110 1.495 0.192
C1 -0.592 -1.590 -0.169
C2 0.337 -1.184 -0.816
H1 -0.478 2.030 1.003
H2 -0.469 0.586 0.076
H3 -1.396 -1.416 0.503



This record from the OMol25 dataset describes a molecular structure, C11H24BCuF4N3OV at a distorted geometry. The level of theory is ωB97M-V/def2-TZVPD.

Calculated values
spin multiplicity = 1
HOMO (alpha / beta) = -16.6 / -16.6 eV
net charge = +2
E_LUMO (alpha / beta) = -0.45128 / -0.44994 Ha

Geometry (Å):
Cu1 -2.380 -2.484 1.474
V1 -0.298 0.033 1.005
F1 0.369 -0.731 5.257
F2 0.590 -1.172 2.986
F3 0.881 1.009 3.782
F4 -1.234 0.063 3.726
O1 -4.745 -1.088 2.027
N1 -0.019 1.848 0.337
N2 0.831 -0.908 -0.112
N3 -1.668 -0.860 0.944
C1 -1.802 1.604 -1.323
C2 0.559 1.763 -2.017
C3 -0.629 3.779 -1.084
C4 2.196 -0.575 0.278
C5 -3.702 -1.538 1.777
C6 -0.692 -2.070 -1.637
C7 -0.464 2.265 -0.996
C8 0.571 -2.186 -0.796
C9 0.344 -3.298 0.227
C10 1.731 -2.544 -1.725
C11 0.814 2.755 1.100
B1 0.146 -0.181 4.008
H1 1.542 2.215 -1.863
H2 -0.595 -1.293 -2.402
H3 2.733 -1.469 0.645
H4 1.471 -3.458 -2.273
H5 2.772 -0.136 -0.560
H6 -0.864 -3.025 -2.148
H7 1.049 2.367 2.101
H8 0.707 0.682 -1.913
H9 2.180 0.167 1.098
H10 -0.602 -3.142 0.792
H11 -1.570 -1.852 -1.019
H12 0.235 1.979 -3.042
H13 0.308 3.718 1.275
H14 -1.733 0.511 -1.404
H15 -2.195 1.989 -2.269
H16 1.778 2.961 0.590
H17 -1.307 4.120 -0.299
H18 2.655 -2.723 -1.160
H19 1.167 -3.338 0.948
H20 -1.080 4.075 -2.036
H21 1.893 -1.734 -2.456
H22 -2.535 1.844 -0.546
H23 0.269 -4.256 -0.300
H24 0.320 4.312 -0.997